Entry 1:
Density functional theory data (ωB97M-V with the def2-TZVPD basis set) for a 2-piece molecular cluster, C3H11NS overall.

The geometry in XYZ format:
```
16
Properties=species:S:1:pos:R:3:forces:R:3
C -1.878 -1.311 2.962 -0.83 0.53 -0.57
S -1.284 -0.016 1.817 0.42 0.50 -0.68
H -2.907 -1.074 3.259 0.19 0.29 0.16
H -2.016 -2.243 2.428 0.60 -0.47 0.20
H -1.267 -1.339 3.854 0.18 -0.46 0.07
C 1.864 -0.178 -0.984 1.17 0.89 -0.29
N 0.984 1.033 -1.015 -2.13 -0.97 0.30
C -0.263 0.838 -1.895 0.93 1.17 0.78
H 2.865 0.144 -1.260 0.14 0.02 0.16
H 1.875 -0.547 0.039 -0.25 -0.33 -0.20
H 1.580 -0.891 -1.747 -0.47 -0.17 0.26
H 1.377 1.935 -1.258 0.63 -0.21 0.13
H 0.587 1.067 -0.066 -0.08 0.32 0.44
H 0.158 0.511 -2.837 -0.68 -0.43 -0.20
H -0.708 1.829 -1.984 -0.01 -0.05 -0.23
H -0.967 0.244 -1.314 0.18 -0.63 -0.34
```
Forces are in eV/Å.

Its HOMO energy is -5.73 eV. The LUMO energy comes out at -0.0102 Eh. Its energy above the lowest of the compared OMol25 structures with the same formula, charge and spin is 2.806 eV. The calculation puts the total energy at -573.72840 hartree. For the HOMO-LUMO gap, the calculation gives 5.45 eV.

***

Entry 2:
Density functional theory data (ωB97M-V with the def2-TZVPD basis set) for a 3-piece molecular cluster, C4H14O2S overall.

The geometry in XYZ format:
```
21
Properties=species:S:1:pos:R:3:forces:R:3
C -0.590 2.904 -1.272 0.44 1.38 0.04
C -0.318 1.702 -0.463 1.98 -3.83 0.06
C -0.624 0.423 -1.396 -2.04 0.90 0.93
S -0.468 -1.358 -1.088 -0.56 -1.64 1.65
C 1.339 -1.852 -0.849 -2.51 -0.46 -4.72
H -0.265 2.801 -2.294 -0.29 -0.39 -0.60
H -0.008 3.786 -0.966 -0.43 -0.16 0.45
H -1.644 3.101 -1.183 -0.45 0.49 -0.46
H 0.814 1.463 -0.461 -1.43 1.15 1.39
H -0.907 1.695 0.522 1.36 -0.22 -1.28
H -1.719 0.575 -1.726 1.75 -0.75 -0.10
H 0.085 0.352 -2.170 0.46 1.59 -1.66
H 1.820 -1.273 -1.620 0.88 0.38 0.15
H 1.488 -2.914 -1.152 -0.61 0.72 0.34
H 1.604 -1.694 0.093 1.47 0.84 3.84
H 2.885 0.931 4.213 1.88 -0.50 1.00
H 1.771 1.238 3.576 -1.99 0.69 -1.85
O 1.980 1.025 4.457 0.11 -0.20 0.85
H -1.658 -4.168 1.389 0.23 0.11 0.05
H -3.140 -4.378 1.510 -0.90 -0.03 0.74
O -2.444 -4.360 0.878 0.65 -0.09 -0.79
```
Forces are in eV/Å.

Its HOMO energy is -8.32 eV. As for the SMILES: CCCSC.O.O. The LUMO energy comes out at 0.0193 Eh. Its energy above the lowest of the compared OMol25 structures with the same formula, charge and spin is 2.360 eV. The calculation puts the total energy at -709.37895 hartree. For the HOMO-LUMO gap, the calculation gives 8.85 eV.

***

Entry 3:
Density functional theory data (ωB97M-V with the def2-TZVPD basis set) for a 2-piece molecular cluster, C43H40N3OS overall.

The geometry in XYZ format:
```
88
Properties=species:S:1:pos:R:3:forces:R:3
C -1.117 -2.680 4.292 0.26 0.07 0.22
N -1.490 -1.953 3.101 -0.84 -0.24 -0.47
C -2.677 -2.163 2.446 -0.14 -0.84 0.78
O -3.532 -2.988 2.753 0.92 1.20 -0.49
C -2.741 -1.175 1.290 -0.05 -0.59 -0.51
C -3.862 -0.148 1.473 -0.22 -0.06 0.14
C -3.741 0.613 2.771 -0.32 0.30 0.00
C -4.276 0.071 3.945 0.16 0.03 0.08
C -4.111 0.729 5.163 0.11 0.12 -0.12
C -3.409 1.939 5.216 0.02 -0.12 -0.20
C -2.923 2.511 4.034 -0.13 -0.08 0.05
C -3.128 1.870 2.810 0.21 -0.28 0.27
N -1.396 -0.597 1.303 0.80 1.84 -1.44
C -0.993 0.366 0.453 -1.43 -1.81 1.15
C 0.217 1.022 0.604 1.47 0.96 -0.23
C 0.535 2.197 -0.055 -0.93 -1.01 0.69
C 1.729 2.937 0.252 1.15 0.59 0.36
C 1.739 4.353 0.203 -0.21 -0.61 -0.33
C 2.905 5.065 0.438 0.25 -0.08 0.18
C 4.097 4.388 0.743 -0.44 -0.07 0.03
C 4.091 2.993 0.864 -0.14 -0.03 0.01
C 2.920 2.270 0.643 -0.29 0.40 -0.15
C -0.579 -1.031 2.449 -0.37 -0.22 0.84
C 0.727 -1.672 2.081 0.13 -0.73 -0.58
C 0.815 -2.606 1.114 -0.29 0.64 0.87
C 2.064 -3.174 0.640 1.01 -0.67 -0.46
C 2.038 -4.307 -0.209 0.03 0.46 0.52
C 3.222 -4.902 -0.635 0.26 0.23 0.07
C 4.456 -4.350 -0.257 -0.36 0.06 0.06
C 4.497 -3.207 0.555 -0.23 -0.05 -0.04
C 3.313 -2.620 1.003 -0.29 -0.40 -0.31
H -1.921 -3.378 4.539 0.16 0.16 -0.11
H -0.181 -3.226 4.124 -0.20 -0.01 0.04
H -0.966 -1.981 5.125 -0.08 -0.15 -0.11
H -2.887 -1.739 0.352 0.01 0.19 0.26
H -3.870 0.534 0.613 -0.07 -0.14 0.13
H -4.794 -0.731 1.470 0.18 0.19 -0.14
H -4.820 -0.875 3.894 0.20 0.26 0.08
H -4.531 0.290 6.070 0.14 0.18 -0.24
H -3.252 2.437 6.174 -0.06 -0.12 -0.32
H -2.389 3.463 4.059 -0.23 -0.23 0.04
H -2.803 2.334 1.875 0.01 -0.08 0.28
H -1.681 0.601 -0.366 0.17 0.08 0.33
H 0.937 0.622 1.327 -0.40 0.28 -0.25
H -0.204 2.641 -0.729 0.25 -0.09 0.09
H 0.801 4.865 -0.027 0.37 -0.05 -0.05
H 2.892 6.154 0.388 0.02 -0.32 0.01
H 5.016 4.952 0.919 -0.31 -0.21 -0.09
H 5.003 2.464 1.143 -0.25 0.17 -0.12
H 2.914 1.183 0.742 0.13 0.29 -0.15
H -0.372 -0.185 3.128 -0.23 0.02 -0.31
H 1.582 -1.391 2.701 -0.19 0.05 -0.43
H -0.100 -3.023 0.676 0.19 0.39 -0.09
H 1.065 -4.720 -0.492 0.33 0.06 0.06
H 3.185 -5.795 -1.261 0.06 0.28 0.17
H 5.384 -4.810 -0.596 -0.26 0.13 0.10
H 5.454 -2.771 0.843 -0.26 -0.17 -0.11
H 3.331 -1.727 1.633 0.17 -0.31 -0.25
C 1.471 -1.942 -3.213 -0.16 -0.13 -0.03
N 0.214 -1.207 -3.125 0.09 -0.12 0.11
C -1.029 -1.841 -3.145 0.22 0.21 0.75
C -2.081 -0.919 -3.131 -0.39 -0.52 0.09
C -3.400 -1.365 -3.058 0.38 0.01 -0.05
C -3.634 -2.737 -2.895 0.07 0.08 0.03
C -2.569 -3.647 -2.837 -0.01 0.26 -0.23
C -1.252 -3.216 -3.012 -0.13 0.35 0.04
S -1.492 0.743 -3.092 -0.23 -0.44 -0.51
C 0.172 0.169 -3.093 1.30 0.55 0.12
C 1.279 0.991 -2.958 -0.49 -1.20 -0.30
C 1.363 2.324 -3.497 0.18 1.14 -0.17
C 0.480 2.828 -4.488 0.03 -0.09 0.57
C 0.358 4.202 -4.678 0.37 0.21 0.11
C 1.193 5.089 -3.979 -0.01 -0.22 0.02
C 2.222 4.577 -3.174 -0.08 0.09 -0.47
C 2.356 3.206 -3.007 -0.63 -0.16 0.27
H 2.270 -1.233 -3.448 -0.17 -0.22 0.01
H 1.699 -2.459 -2.268 -0.01 0.20 -0.22
H 1.404 -2.689 -4.015 0.01 0.19 0.19
H -4.199 -0.630 -3.122 -0.03 -0.31 0.10
H -4.659 -3.100 -2.812 0.28 0.10 0.01
H -2.770 -4.701 -2.657 0.02 0.21 -0.17
H -0.404 -3.901 -3.023 -0.32 0.09 0.12
H 2.156 0.589 -2.441 -0.14 -0.02 -0.50
H -0.111 2.127 -5.084 0.02 0.32 0.34
H -0.389 4.596 -5.370 0.28 -0.15 0.13
H 1.078 6.167 -4.094 0.00 -0.32 0.00
H 2.913 5.252 -2.669 -0.11 -0.15 -0.27
H 3.176 2.788 -2.419 -0.26 0.19 0.07
```
Forces are in eV/Å.

As for the total charge: +1. Its HOMO energy is -9.09 eV. The LUMO energy comes out at -0.1602 Eh. Its energy above the lowest of the compared OMol25 structures with the same formula, charge and spin is 0.250 eV. The calculation puts the total energy at -2300.02776 hartree. For the HOMO-LUMO gap, the calculation gives 4.73 eV.

***

Entry 4:
Density functional theory data (ωB97M-V with the def2-TZVPD basis set) for C15H15F5N2O6Pd as an isolated structure.

The geometry in XYZ format:
```
44
Properties=species:S:1:pos:R:3:forces:R:3
Pd 0.738 0.351 1.183 -0.12 0.40 -0.06
N 2.506 0.371 2.679 -0.05 -0.08 0.01
C 2.500 1.709 3.298 0.05 -0.05 -0.02
C 1.077 2.067 3.681 -0.10 -0.03 -0.03
O 0.809 2.626 4.736 0.00 0.06 -0.01
N 0.168 1.693 2.740 -0.08 -0.24 0.05
C -1.168 1.850 2.941 0.08 0.15 -0.02
C -1.237 -1.318 3.756 0.03 0.33 -0.11
O -2.318 -1.241 4.150 -0.15 -0.15 0.07
O -0.148 -1.389 3.357 0.14 -0.18 0.06
H 3.404 0.149 2.268 0.00 0.00 -0.02
H 2.286 -0.336 3.373 0.02 -0.01 -0.01
H 3.130 1.769 4.184 -0.01 -0.02 0.02
H 2.867 2.419 2.555 0.03 0.02 0.01
H -1.504 2.408 3.803 0.02 -0.02 0.02
H -1.837 1.627 2.124 0.02 -0.05 0.00
C -1.988 -4.449 -2.826 0.00 0.03 -0.01
O -2.133 -3.217 -3.518 0.00 -0.03 0.01
C -1.801 -2.087 -2.866 0.00 -0.01 0.02
C -1.951 -0.896 -3.605 -0.01 -0.04 -0.02
C -1.650 0.289 -3.008 0.01 0.05 0.01
C -1.168 0.380 -1.679 0.04 -0.05 -0.03
C -0.910 1.667 -1.088 -0.05 0.11 0.04
C -1.300 2.949 -1.781 0.01 0.01 0.01
O -0.361 1.842 0.014 0.05 -0.10 -0.07
C -0.982 -0.832 -0.961 0.03 0.01 0.05
O -0.509 -0.925 0.258 0.03 -0.05 0.04
C -1.334 -2.052 -1.570 0.00 -0.03 -0.01
H -2.304 -5.222 -3.520 0.00 0.00 -0.01
H -2.620 -4.476 -1.936 -0.01 0.00 0.00
H -0.948 -4.617 -2.541 0.01 0.00 0.00
H -2.306 -0.952 -4.624 0.00 0.00 0.01
H -1.768 1.194 -3.588 0.00 0.01 0.02
H -2.106 2.848 -2.500 -0.02 -0.02 0.01
H -0.412 3.337 -2.284 -0.02 -0.01 -0.04
H -1.582 3.667 -1.014 0.03 0.00 0.00
H -1.189 -2.945 -0.981 0.00 0.00 0.00
F 3.441 1.382 0.242 -0.01 0.01 0.02
C 2.398 0.724 -0.330 0.03 -0.14 -0.01
F 2.007 1.443 -1.399 0.01 -0.01 -0.04
C 2.927 -0.633 -0.828 0.01 0.18 0.07
F 2.031 -1.229 -1.610 -0.04 -0.03 0.00
F 4.069 -0.509 -1.512 -0.02 -0.02 -0.04
F 3.173 -1.435 0.225 0.02 -0.01 0.00
```
Forces are in eV/Å.

Its HOMO energy (spin up / spin down) is -6.36 / -8.66 eV. The LUMO energy (spin up / spin down) comes out at 0.0005 / -0.0811 Eh. Its multiplicity is 5. Its energy above the lowest of the compared OMol25 structures with the same formula, charge and spin is 0.000 eV. The calculation puts the total energy at -1768.65250 hartree. For the HOMO-LUMO gap (spin up / spin down), the calculation gives 6.37 / 6.46 eV.